This record from the Open Molecules 2025 dataset describes 2 unconnected molecules or ions with the total composition C4H8O in a non-equilibrium geometry. The level of theory is ωB97M-V/def2-TZVPD.

Results
Net charge: 0
DFT total energy: -232.37235 a.u.
Lowest unoccupied orbital energy: 0.03785 Eh
Orbital gap: 10.313 eV
F_max: 0.02985 hartree/bohr
Structure (SMILES): C=CC.C=O
ΔE to the lowest compared entry with this formula, charge and spin: 46.0 kcal per mole

XYZ file:
```
13
Properties=species:S:1:pos:R:3:forces:R:3
O -0.33046 1.73087 1.54620 -0.4 -0.4 0.7
C 0.09753 2.76938 1.15627 0.5 0.3 -0.9
H 0.87673 2.77032 0.36809 0.1 0.2 0.1
H -0.26794 3.75744 1.47866 -0.1 0.0 0.2
C 1.02917 -1.64683 -0.53328 -1.1 0.3 -1.0
C -0.34849 -1.25336 -0.06701 0.6 -0.9 -0.6
C -1.20569 -0.49364 -0.73348 -0.2 -0.9 1.2
H 1.71913 -1.55040 0.29416 0.5 -0.2 -0.2
H 0.96716 -2.65390 -0.95833 0.3 -0.2 0.6
H 1.28052 -1.04738 -1.41556 0.4 0.2 0.4
H -0.66173 -1.83706 0.79753 -0.2 0.7 0.3
H -2.14403 -0.39283 -0.19530 -0.3 0.4 -0.8
H -1.01190 -0.15261 -1.73794 -0.1 0.5 0.1
```
Forces are in eV/Å.

Löwdin atomic charge list, values in e, 5 entries:
1. O -0.0025
2. C -0.1548
3. H 0.0804
4. H 0.0770
5. C -0.1164